[1]
Density functional theory data (the ωB97M-V functional and the def2-TZVPD basis) for C38H30F2MnO2P2 as an isolated structure.

Last column: Löwdin spin population.
Geometry (Å):
Mn1 1.996 -0.272 1.149  4.643
O1 2.173 2.580 1.183  0.051
C1 2.530 1.642 0.484  0.042
C2 3.065 1.973 -0.879  0.009
C3 3.694 3.197 -1.110  0.001
C4 4.200 3.499 -2.360  0.001
C5 4.067 2.584 -3.403  0.000
C6 3.430 1.372 -3.189  0.000
C7 2.934 1.054 -1.925  0.003
P1 2.017 -0.504 -1.589  0.046
C8 2.690 -1.653 -2.832  0.009
C9 3.645 -2.564 -2.382  0.002
C10 4.250 -3.441 -3.270  0.000
C11 3.897 -3.426 -4.610  0.001
C12 2.938 -2.530 -5.065  0.000
C13 2.336 -1.647 -4.181  0.002
C14 0.341 -0.097 -2.189  0.004
C15 -0.140 1.210 -2.170  0.002
C16 -1.437 1.486 -2.584  0.000
C17 -2.255 0.466 -3.047  0.002
C18 -1.790 -0.844 -3.049  0.000
C19 -0.510 -1.126 -2.597  0.002
H1 3.776 3.895 -0.286  0.000
H2 4.698 4.445 -2.531  0.000
H3 4.460 2.819 -4.384  0.000
H4 3.336 0.673 -4.010  0.000
H5 3.905 -2.590 -1.329  0.001
H6 4.990 -4.144 -2.909  0.000
H7 4.364 -4.115 -5.302  0.000
H8 2.658 -2.517 -6.110  0.000
H9 1.591 -0.949 -4.542  0.000
H10 0.502 2.019 -1.843  0.000
H11 -1.798 2.507 -2.562  0.000
H12 -3.256 0.688 -3.397  0.000
H13 -2.425 -1.648 -3.397  0.000
H14 -0.160 -2.151 -2.592  0.000
O2 -0.050 -0.160 1.335  0.073
P2 -1.387 0.076 1.986  0.014
C20 -1.251 -0.013 3.772  0.001
C21 -0.270 -0.830 4.328  0.002
C22 -0.179 -0.949 5.708  0.000
C23 -1.062 -0.259 6.526  0.000
C24 -2.042 0.554 5.970  0.000
C25 -2.139 0.679 4.594  0.000
C26 -2.073 1.668 1.525  0.002
C27 -3.442 1.874 1.371  0.000
C28 -3.915 3.125 1.000  0.000
C29 -3.022 4.164 0.778  0.000
C30 -1.657 3.958 0.936  0.000
C31 -1.176 2.714 1.313  0.000
C32 -2.589 -1.161 1.488  0.001
C33 -3.018 -2.160 2.357  0.001
C34 -3.892 -3.138 1.905  0.000
C35 -4.335 -3.120 0.590  0.000
C36 -3.902 -2.126 -0.279  0.000
C37 -3.030 -1.148 0.166  0.001
H15 0.403 -1.387 3.689  0.002
H16 0.583 -1.586 6.137  0.000
H17 -0.986 -0.351 7.601  0.000
H18 -2.727 1.096 6.610  0.000
H19 -2.894 1.325 4.161  0.000
H20 -4.139 1.060 1.528  0.000
H21 -4.979 3.283 0.876  0.000
H22 -3.391 5.136 0.479  0.000
H23 -0.957 4.766 0.764  0.000
H24 -0.110 2.565 1.426  0.000
H25 -2.671 -2.177 3.382  0.000
H26 -4.224 -3.915 2.580  0.000
H27 -5.017 -3.883 0.240  0.000
H28 -4.242 -2.116 -1.307  0.000
H29 -2.683 -0.380 -0.515  0.000
F1 3.820 -2.512 1.585  0.018
C38 2.806 -1.886 2.337  0.039
F2 1.873 -2.924 2.541  0.014
H30 3.255 -1.753 3.327  0.008

spin multiplicity = 6
HOMO (spin up / spin down) = -6.601 / -7.203 eV
Kohn-Sham gap (spin up / spin down) = 0.2577 / 0.2798 hartree

[2]
Density functional theory data (the ωB97M-V functional and the def2-TZVPD basis) for C2 as an isolated structure at a distorted geometry.

Last column: Mulliken charge in e.
Geometry (Å):
C1 -0.842 -0.582 0.016  0.000
C2 0.842 0.582 -0.016  0.000

HOMO = -9.061 eV
Kohn-Sham gap = 0.2341 hartree

[3]
Density functional theory data (the ωB97M-V functional and the def2-TZVPD basis) for C13H23F5NOPTeZn as an isolated structure at a distorted geometry.

Last column: Mulliken charge in e.
Geometry (Å):
C1 0.539 3.599 -3.696  -0.809
C2 -0.748 3.190 -3.364  -0.909
C3 -0.955 2.087 -2.512  1.274
C4 0.144 1.408 -2.003  0.053
C5 1.435 1.820 -2.320  1.784
C6 1.638 2.920 -3.172  -0.649
C7 -2.390 1.750 -2.191  -1.190
C8 -2.785 0.325 -1.765  -1.013
N1 -1.746 -0.739 -1.977  0.811
Zn1 -0.246 -0.253 -0.879  -1.272
C9 2.625 1.084 -1.746  -1.315
P1 2.030 -0.553 -1.122  0.842
H1 -1.626 3.699 -3.771  0.387
H2 2.661 3.211 -3.415  0.429
H3 0.686 4.451 -4.360  0.356
H4 3.053 1.619 -0.883  0.386
H5 3.420 0.929 -2.495  0.542
H6 -2.728 2.399 -1.364  0.383
H7 -3.018 2.016 -3.051  0.368
H8 -3.005 0.314 -0.688  0.489
C10 3.153 -0.988 0.231  -1.240
C11 2.490 -1.669 -2.490  -1.388
H9 -3.693 0.020 -2.311  0.515
C12 -1.385 -0.865 -3.431  -1.023
C13 -2.342 -2.023 -1.504  -1.119
H10 -0.574 -2.769 1.120  -0.202
H11 -1.514 -1.911 -3.749  0.323
H12 -2.023 -0.218 -4.046  0.291
H13 -0.336 -0.584 -3.586  0.289
H14 -3.202 -2.294 -2.141  0.399
H15 -1.593 -2.817 -1.550  0.305
H16 -2.676 -1.897 -0.468  0.287
H17 3.580 -1.671 -2.624  0.407
H18 2.145 -2.679 -2.227  0.379
H19 2.001 -1.355 -3.421  0.404
H20 4.193 -0.767 -0.044  0.409
H21 2.870 -0.434 1.132  0.303
H22 3.039 -2.062 0.432  0.411
H23 -0.621 -3.381 0.579  0.167
F1 1.084 1.602 1.154  -0.507
Te1 -0.263 0.822 2.282  2.075
F2 -1.179 2.487 2.261  -0.399
F3 0.789 1.429 3.750  -0.399
F4 0.805 -0.762 2.332  -0.448
F5 -1.502 0.059 3.496  -0.406
O1 -1.169 0.155 0.814  -0.779

HOMO = -7.741 eV
Kohn-Sham gap = 0.2469 hartree

[4]
Density functional theory data (the ωB97M-V functional and the def2-TZVPD basis) for C21H24N3O6PdS as an isolated structure at a distorted geometry.

Last column: Löwdin spin population.
Geometry (Å):
Pd1 1.946 -0.182 1.804  0.856
O1 -4.284 -6.105 -4.001  0.000
S1 -4.624 -5.558 -2.699  0.000
O2 -4.670 -4.111 -2.638  0.000
O3 -5.707 -6.235 -2.008  0.000
C1 -3.165 -6.009 -1.702  0.000
N1 -2.921 -7.315 -1.541  0.001
C2 -1.855 -7.630 -0.828  0.000
C3 -1.012 -6.683 -0.261  0.001
C4 -1.351 -5.359 -0.481  0.000
N2 -2.424 -5.032 -1.198  0.000
C5 -0.563 -4.210 0.050  0.003
C6 0.549 -4.359 0.871  0.000
C7 1.225 -3.235 1.314  0.004
N3 0.864 -1.991 0.993  0.024
C8 -0.211 -1.854 0.210  0.006
C9 -0.946 -2.915 -0.281  0.000
H1 -1.657 -8.690 -0.699  0.000
H2 -0.147 -6.985 0.312  0.000
H3 0.901 -5.333 1.181  0.000
H4 2.087 -3.326 1.963  0.000
H5 -0.489 -0.835 -0.035  0.000
H6 -1.811 -2.757 -0.912  0.000
C10 6.346 1.123 1.121  0.000
C11 4.846 1.098 1.338  0.000
O4 4.299 -0.212 1.185  0.017
H7 6.729 2.141 1.206  0.000
H8 6.597 0.736 0.133  0.000
H9 6.855 0.508 1.867  0.000
H10 4.335 1.708 0.591  0.000
H11 4.583 1.489 2.326  0.000
H12 4.674 -0.771 1.873  0.000
C12 -1.957 6.863 -1.807  0.000
C13 -1.469 5.659 -1.051  0.000
C14 -2.325 4.925 -0.243  0.000
C15 -1.885 3.811 0.459  0.000
C16 -2.877 3.057 1.313  0.000
C17 -0.543 3.419 0.337  0.001
C18 -0.096 2.234 1.095  0.001
O5 0.962 1.664 0.938  0.029
C19 0.345 4.148 -0.480  0.000
C20 1.796 3.782 -0.644  0.000
C21 -0.141 5.258 -1.153  0.000
H13 -3.013 7.049 -1.616  0.000
H14 -1.825 6.724 -2.881  0.000
H15 -1.397 7.755 -1.520  0.000
H16 -3.364 5.224 -0.159  0.000
H17 -3.867 3.496 1.201  0.000
H18 -2.612 3.097 2.371  0.000
H19 -2.948 2.007 1.030  0.000
H20 -0.801 1.840 1.844  0.000
H21 2.300 3.704 0.319  0.000
H22 2.298 4.542 -1.244  0.000
H23 1.909 2.816 -1.134  0.000
H24 0.536 5.827 -1.781  0.000
O6 1.975 -0.005 3.750  1.059

net charge = -1
spin multiplicity = 3
HOMO (spin up / spin down) = -5.330 / -4.829 eV
Kohn-Sham gap (spin up / spin down) = 0.2485 / 0.2295 hartree